Density functional theory data (ωB97M-V/def2-TZVPD) for an isolated ion of composition C5H12NS and charge +1 at a distorted geometry.

Properties
net charge	+1
gap between HOMO and LUMO (spin up / spin down)	6.19 / 7.92	eV
energy above the lowest of the compared OMol25 structures with the same formula, charge and spin	40.6	kcal per mole
multiplicity	3
HOMO energy (spin up / spin down)	-9.75 / -13.66	eV
max |F|	0.111	Eh/bohr

Last column: Löwdin charge in e.
Cartesian coordinates (Å):
C  0.548  0.902  -0.625  -0.09
C  1.328  -0.318  -0.048  -0.21
C  -0.627  0.734  0.396  -0.37
C  -0.519  -0.648  0.952  -0.52
C  1.748  -1.202  -1.136  -0.10
N  -2.011  0.838  -0.184  0.24
S  -1.000  -0.884  2.648  0.81
H  0.958  1.892  -0.498  0.12
H  0.272  0.691  -1.639  0.10
H  2.116  -0.220  0.645  0.11
H  -0.427  1.376  1.247  0.14
H  -0.881  -1.363  0.258  0.07
H  2.144  -0.487  -1.932  0.12
H  0.828  -1.567  -1.541  0.07
H  2.512  -1.933  -0.911  0.09
H  -2.298  1.809  -0.217  0.18
H  -2.696  0.344  0.365  0.15
H  -2.022  0.337  -1.081  0.18
H  0.027  -0.300  3.302  -0.10

Density functional theory data (ωB97M-V/def2-TZVPD) for a 2-piece molecular cluster, C5H12O overall at a distorted geometry.

Properties
gap between HOMO and LUMO	5.57	eV
energy above the lowest of the compared OMol25 structures with the same formula, charge and spin	148.1	kcal per mole
HOMO energy	-6.85	eV
max |F|	0.086	Eh/bohr

Last column: Löwdin charge in e.
Cartesian coordinates (Å):
C  1.858  0.043  -0.174  -0.27
O  1.401  0.110  1.184  -0.11
C  0.756  0.114  -1.211  -0.07
C  -0.499  -0.617  -1.060  -0.20
C  -1.771  -0.113  -0.122  -0.29
C  -1.628  -0.081  1.293  -0.06
H  2.603  0.842  -0.276  0.11
H  2.362  -0.942  -0.241  0.12
H  0.384  2.591  0.168  0.09
H  -0.169  2.163  -0.077  0.05
H  0.923  0.548  -2.187  0.10
H  -0.829  -0.648  -2.089  0.10
H  -0.312  -1.657  -0.752  0.13
H  -1.935  0.881  -0.549  0.09
H  -2.524  -0.724  -0.645  0.11
H  -1.646  0.880  1.790  0.05
H  0.423  0.071  1.142  0.01
H  -1.910  -0.943  1.868  0.04

Density functional theory data (ωB97M-V/def2-TZVPD) for C5H12O in the gas phase.

Properties
SMILES string	COC(C)(C)C
gap between HOMO and LUMO	10.65	eV
energy above the lowest of the compared OMol25 structures with the same formula, charge and spin	10.5	kcal per mole
HOMO energy	-9.68	eV
max |F|	0.005	Eh/bohr

Last column: Löwdin charge in e.
Cartesian coordinates (Å):
C  -0.480  2.046  0.130  -0.11
O  0.564  1.120  0.270  -0.16
C  0.245  -0.251  0.027  -0.64
C  -0.897  -0.729  0.938  -0.04
C  -0.123  -0.474  -1.444  -0.04
C  1.544  -0.985  0.363  -0.03
H  -1.323  1.817  0.788  0.08
H  -0.854  2.117  -0.900  0.09
H  -0.079  3.015  0.425  0.09
H  -1.845  -0.226  0.718  0.07
H  -1.070  -1.800  0.797  0.09
H  -0.654  -0.554  1.992  0.09
H  -1.089  -0.022  -1.695  0.08
H  0.641  -0.042  -2.099  0.09
H  -0.194  -1.547  -1.655  0.09
H  2.326  -0.726  -0.358  0.09
H  1.892  -0.688  1.357  0.09
H  1.397  -2.070  0.347  0.09

Density functional theory data (ωB97M-V/def2-TZVPD) for C5H12O in the gas phase.

Properties
SMILES string	CCCCCO
gap between HOMO and LUMO	11.28	eV
energy above the lowest of the compared OMol25 structures with the same formula, charge and spin	9.7	kcal per mole
HOMO energy	-10.22	eV
max |F|	0.008	Eh/bohr

Last column: Löwdin charge in e.
Cartesian coordinates (Å):
C  -2.700  0.246  -0.263  -0.12
C  -1.469  -0.447  0.311  -0.28
C  -0.175  0.027  -0.352  -0.24
C  1.070  -0.446  0.393  -0.20
C  2.397  0.080  -0.174  -0.28
O  3.281  0.507  0.845  -0.08
H  -2.774  0.092  -1.346  0.07
H  -3.627  -0.114  0.194  0.07
H  -2.640  1.327  -0.091  0.07
H  -1.559  -1.536  0.206  0.11
H  -1.417  -0.251  1.391  0.11
H  -0.148  -0.326  -1.393  0.12
H  -0.182  1.127  -0.397  0.12
H  1.013  -0.106  1.437  0.11
H  1.073  -1.542  0.438  0.12
H  2.205  0.892  -0.899  0.11
H  2.947  -0.705  -0.701  0.12
H  2.821  1.186  1.358  0.08

Density functional theory data (ωB97M-V/def2-TZVPD) for a 2-piece molecular cluster, C5H12O overall.

Properties
SMILES string	C=C(C)COC.[H][H]
gap between HOMO and LUMO	10.34	eV
energy above the lowest of the compared OMol25 structures with the same formula, charge and spin	53.6	kcal per mole
HOMO energy	-9.28	eV
max |F|	0.016	Eh/bohr

Last column: Löwdin charge in e.
Cartesian coordinates (Å):
C  -1.636  -0.597  -1.290  0.01
C  -0.777  0.078  -0.522  -0.38
C  -1.173  1.285  0.293  -0.08
C  0.604  -0.470  -0.270  -0.23
O  1.452  0.623  -0.052  -0.20
C  2.749  0.231  0.279  -0.12
H  -1.348  -1.470  -1.876  0.07
H  -2.684  -0.314  -1.347  0.06
H  -0.868  2.217  -0.228  0.09
H  -0.657  1.289  1.258  0.08
H  -2.254  1.317  0.446  0.07
H  0.950  -1.101  -1.108  0.13
H  0.616  -1.137  0.621  0.13
H  2.762  -0.370  1.204  0.09
H  3.324  1.146  0.427  0.09
H  3.193  -0.362  -0.535  0.09
H  -2.182  -1.122  1.797  0.06
H  -2.200  -1.392  1.101  0.04

Density functional theory data (ωB97M-V/def2-TZVPD) for C5H12O as an isolated structure.

Properties
gap between HOMO and LUMO	7.68	eV
energy above the lowest of the compared OMol25 structures with the same formula, charge and spin	138.2	kcal per mole
HOMO energy	-6.65	eV
max |F|	0.010	Eh/bohr

Last column: Löwdin charge in e.
Cartesian coordinates (Å):
C  0.366  1.922  -1.053  -0.12
C  0.681  1.459  0.378  -0.28
C  0.682  -0.035  0.601  -0.19
C  -0.384  -1.403  1.656  0.00
O  -0.720  -0.570  0.189  -0.30
C  -0.788  -1.335  -1.002  -0.09
H  1.078  1.491  -1.767  0.07
H  -0.644  1.614  -1.349  0.06
H  0.414  3.014  -1.148  0.07
H  -0.020  1.943  1.071  0.10
H  1.682  1.811  0.666  0.10
H  1.377  -0.531  -0.097  0.09
H  0.526  -1.975  1.803  0.06
H  -1.236  -2.097  1.488  0.08
H  -0.589  -0.745  2.490  0.07
H  -1.828  -1.631  -1.167  0.09
H  -0.443  -0.703  -1.824  0.09
H  -0.154  -2.229  -0.934  0.10

Density functional theory data (ωB97M-V/def2-TZVPD) for C5H12O as an isolated structure.

Properties
gap between HOMO and LUMO	9.21	eV
energy above the lowest of the compared OMol25 structures with the same formula, charge and spin	76.8	kcal per mole
HOMO energy	-8.20	eV
max |F|	0.009	Eh/bohr

Last column: Löwdin charge in e.
Cartesian coordinates (Å):
C  0.368  2.407  1.206  -0.13
C  -0.391  1.108  0.947  -0.29
C  0.023  0.427  -0.358  -0.26
C  -0.699  -0.887  -0.589  -0.26
C  -0.156  -1.866  -1.452  -0.05
O  0.374  -3.001  -0.083  -0.15
H  0.251  3.105  0.369  0.07
H  0.012  2.910  2.112  0.07
H  1.441  2.216  1.329  0.07
H  -1.470  1.311  0.914  0.11
H  -0.238  0.410  1.781  0.11
H  -0.150  1.134  -1.186  0.11
H  1.110  0.252  -0.337  0.11
H  -0.195  -1.973  0.255  0.13
H  -1.787  -0.849  -0.527  0.11
H  0.807  -1.712  -1.939  0.10
H  -0.799  -2.586  -1.949  0.10
H  1.330  -2.900  0.075  0.06